(1)
ORCA calculation (ωB97M-V with the def2-TZVPD basis set) on C2H7NO2 as an isolated structure in a non-equilibrium geometry.

Calculated total energy   -285.65263 a.u.
Molecular weight   77.083 g mol⁻¹
Energy relative to the best compared isomer or geometry (same formula, charge and spin)   12.03 kcal/mol
HOMO level   -9.17 eV
HOMO-LUMO gap   9.641 eV

```
! wB97M-V def2-TZVPD RIJCOSX def2/J DEFGRID3
* xyz 0 1
N 0.5639 2.4863 -0.0983
H -0.3636 2.8854 -0.1143
H 0.5271 1.1934 -0.4674
H 1.1304 3.1550 -0.6225
H 0.8944 2.3310 0.8734
O -1.0050 -0.2326 0.8895
C -0.2208 -0.7061 0.0381
O 0.5793 0.0109 -0.7217
C -0.1620 -2.1937 -0.0659
H 0.4634 -2.5460 -0.8964
H 0.2505 -2.5870 0.8893
H -1.1471 -2.6631 -0.1492
*
```

---

(2)
ORCA calculation (ωB97M-V with the def2-TZVPD basis set) on C11H23BeP2 as an isolated structure in a non-equilibrium geometry.

Calculated total energy   -1130.25925 a.u.
Molecular weight   226.265 g mol⁻¹
Energy relative to the best compared isomer or geometry (same formula, charge and spin)   0.00 kcal/mol
HOMO level   -0.13 eV
HOMO-LUMO gap   3.193 eV

```
! wB97M-V def2-TZVPD RIJCOSX def2/J DEFGRID3
* xyz -1 1
C 0.1694 0.2846 -1.5875
C 0.6057 1.6564 -1.7386
C -0.4301 2.5154 -1.3071
C -1.5431 1.7239 -0.9396
C -1.2062 0.3257 -1.0780
Be 0.0119 -0.8652 0.1826
P 1.6782 -2.1315 0.1034
H 0.6425 -0.5791 -2.0751
H 1.5650 1.9580 -2.1361
H -0.3943 3.5990 -1.2849
H -1.9316 -0.4877 -1.1228
H -2.5208 2.0927 -0.6279
H 2.6459 -2.0231 1.1511
H 2.5246 -2.0307 -1.0379
H 1.3554 -3.5188 0.1093
C -3.2935 0.3468 2.1774
C -1.9477 0.9846 2.5248
P -0.4924 -0.0161 2.0818
C 0.9123 1.0293 2.6598
C 0.9256 1.4844 4.1213
C -0.5721 -1.5291 3.1140
C -0.8637 -1.3861 4.6032
H -3.4521 0.2897 1.0980
H -4.0981 0.9548 2.6011
H -3.3838 -0.6631 2.6007
H -1.8471 1.9508 2.0008
H -1.8878 1.1937 3.5987
H 1.8297 0.4664 2.4293
H 0.9071 1.9102 1.9946
H 1.1765 0.6644 4.8041
H 1.6966 2.2563 4.2466
H -0.0266 1.9287 4.4396
H -1.3399 -2.1629 2.6431
H 0.3880 -2.0465 2.9690
H -1.7721 -0.7992 4.8061
H -1.0247 -2.3853 5.0215
H -0.0250 -0.9368 5.1426
*
```

---

(3)
ORCA calculation (ωB97M-V with the def2-TZVPD basis set) on an isolated molecule of C21H27N3O5 in a non-equilibrium geometry.

Calculated total energy   -1356.87467 a.u.
SMILES string   COCCN1C[C@H](CNC(=O)c2cc(COc3ccc(C)c(C)c3)on2)CC1=O
Molecular weight   401.463 g mol⁻¹
Energy relative to the best compared isomer or geometry (same formula, charge and spin)   89.46 kcal/mol
HOMO level   -8.32 eV
HOMO-LUMO gap   8.913 eV

```
! wB97M-V def2-TZVPD RIJCOSX def2/J DEFGRID3
* xyz 0 1
C 0.4539 2.2651 3.3442
O 1.2858 1.1415 3.1927
C 1.5105 0.8116 1.8456
C 2.4150 -0.4228 1.7994
N 2.6845 -0.8433 0.4503
C 3.7524 -0.2679 -0.3365
C 3.4861 -0.7738 -1.7645
C 2.7708 0.2893 -2.6111
N 1.5813 0.8195 -1.9894
C 1.5532 2.0725 -1.4729
O 2.5083 2.8184 -1.4845
C 0.2236 2.4485 -0.9240
C -1.0546 2.0429 -1.3903
C -1.9205 2.6739 -0.5417
C -3.4125 2.6399 -0.4466
O -3.9542 1.5198 -1.0908
C -3.5122 0.2704 -0.7023
C -3.8072 -0.7745 -1.5692
C -3.3684 -2.0510 -1.2766
C -2.6325 -2.3209 -0.1313
C -2.1177 -3.6985 0.1420
C -2.3620 -1.2756 0.7557
C -1.5819 -1.5331 2.0052
C -2.8024 0.0081 0.4612
O -1.2199 3.3866 0.3525
N 0.0980 3.2501 0.1037
C 2.6194 -2.0174 -1.5475
C 2.0075 -1.8269 -0.1690
O 1.0848 -2.4574 0.3040
H 0.3962 2.4665 4.4116
H 0.8615 3.1360 2.8195
H -0.5529 2.0680 2.9551
H 0.5583 0.5821 1.3402
H 1.9792 1.6589 1.3210
H 3.3546 -0.2036 2.3119
H 1.9114 -1.2439 2.3159
H 3.7337 0.8226 -0.2806
H 4.7227 -0.6171 0.0383
H 4.4198 -1.0201 -2.2732
H 3.4378 1.1419 -2.7641
H 2.5089 -0.1366 -3.5852
H 0.7934 0.2043 -1.8628
H -1.2962 1.4104 -2.2178
H -3.7109 2.6970 0.6103
H -3.8405 3.5045 -0.9669
H -4.3719 -0.5648 -2.4637
H -3.5946 -2.8544 -1.9630
H -2.5088 -4.0783 1.0850
H -2.4035 -4.3824 -0.6531
H -1.0312 -3.6761 0.2178
H -2.0902 -2.2679 2.6282
H -0.6048 -1.9391 1.7471
H -1.4472 -0.6233 2.5852
H -2.5796 0.7990 1.1628
H 1.8468 -2.1492 -2.3039
H 3.2189 -2.9292 -1.5242
*
```

---

(4)
ORCA calculation (ωB97M-V with the def2-TZVPD basis set) on C28H49BrCoNOP3 as an isolated structure in a non-equilibrium geometry.

Calculated total energy   -6206.52083 a.u.
Molecular weight   647.465 g mol⁻¹
Energy relative to the best compared isomer or geometry (same formula, charge and spin)   1.06 kcal/mol
HOMO level (spin up / spin down)   -12.50 / -12.35 eV
HOMO-LUMO gap (spin up / spin down)   7.542 / 3.227 eV

```
! wB97M-V def2-TZVPD RIJCOSX def2/J DEFGRID3
* xyz 2 4
N -0.7513 -0.6413 -8.8558
C -0.0198 -1.6194 -8.2946
C 0.3611 -1.5940 -6.9392
C 0.0098 -0.4706 -6.1356
C -0.7595 0.5567 -6.7504
C -1.1090 0.4207 -8.1133
C 0.3077 -0.4799 -4.7027
Co 0.9708 -0.0261 -1.0112
P -2.6177 -0.5621 4.3365
C -0.2702 0.3457 -3.7786
C -0.6483 -0.1763 -2.4706
C -1.9135 0.1197 -1.8946
C -2.4727 -0.6820 -0.8713
C -1.8746 -1.9302 -0.5392
C -0.5232 -2.0955 -0.8768
C 0.0737 -1.3561 -1.9688
Br -2.6754 -3.4057 0.3026
H 0.9710 -1.3090 -4.4476
H -0.6201 1.3389 -4.1043
H 0.8666 -2.4623 -6.4991
H -1.1144 1.4369 -6.1995
H 0.2721 -2.4724 -8.9248
H -1.7057 1.1938 -8.6266
H -2.5027 0.9268 -2.3603
H 0.8871 -1.7987 -2.5584
H -3.3827 -0.3901 -0.3366
H 0.0297 -2.9273 -0.4424
P 0.9158 1.7953 0.0358
C -3.2901 -2.1191 3.6522
C -4.5944 -2.7275 4.2067
H -2.4585 -2.8310 3.7414
H -3.3816 -1.8902 2.5803
H -4.7265 -3.7275 3.7728
H -4.5885 -2.8489 5.2975
H -5.4911 -2.1518 3.9468
C -3.2300 0.6832 3.1325
C -4.1114 1.6837 3.8707
H -3.7862 0.1418 2.3525
H -2.3636 1.1712 2.6688
H -4.6353 2.3262 3.1564
H -4.8527 1.1695 4.4918
H -3.5193 2.3226 4.5357
C -0.8078 -0.5983 4.0726
C -0.1567 -0.7947 5.4518
H -0.5033 0.3544 3.6210
H -0.5535 -1.4151 3.3674
H 0.8264 -0.3155 5.4947
H -0.7975 -0.3487 6.2234
H -0.0332 -1.8561 5.7097
C 2.0553 2.1356 1.4563
C 2.8682 3.4178 1.3168
H 2.6902 1.2420 1.5667
H 1.4104 2.1875 2.3488
H 3.6355 3.3472 0.5353
H 2.2337 4.2872 1.0972
H 3.3724 3.6233 2.2660
C -0.6771 2.2580 0.7878
C -1.6108 3.0555 -0.1179
H -0.4538 2.8487 1.6921
H -1.1556 1.3218 1.1135
H -1.0680 3.8411 -0.6595
H -2.1191 2.4238 -0.8577
H -2.3876 3.5426 0.4910
C 1.3992 2.9560 -1.2782
C 2.6693 2.4734 -1.9905
H 1.5621 3.9226 -0.7940
H 0.5663 3.0817 -1.9892
H 2.4709 2.3685 -3.0664
H 3.4650 3.2237 -1.8864
H 3.0419 1.4988 -1.6243
C 4.2842 -0.7859 2.2554
P 3.3713 -1.5648 0.8964
C 4.7731 -2.3561 0.0569
C 2.3219 -2.8563 1.5915
O 2.6341 -0.5974 -0.0203
H 3.6712 -0.6475 3.1579
H 4.7039 0.1749 1.9251
H 5.1159 -1.4574 2.5112
H 5.4990 -2.7298 0.7928
H 4.4213 -3.1943 -0.5563
H 5.2574 -1.5872 -0.5620
H 1.4523 -2.4413 2.1191
H 1.9769 -3.5239 0.7958
H 2.8998 -3.4527 2.3095
*
```

---

(5)
ORCA calculation (ωB97M-V with the def2-TZVPD basis set) on C21H31BN3O3PdS as an isolated structure.

Calculated total energy   -1759.58768 a.u.
Molecular weight   522.796 g mol⁻¹
Energy relative to the best compared isomer or geometry (same formula, charge and spin)   0.00 kcal/mol
HOMO level   -11.60 eV
HOMO-LUMO gap   7.682 eV

```
! wB97M-V def2-TZVPD RIJCOSX def2/J DEFGRID3
* xyz 1 1
Pd 0.2959 1.0546 -0.1981
C 5.0024 -1.8815 -1.4642
C 5.4207 -0.8140 -0.6781
C 4.5404 0.2044 -0.3614
C 3.2320 0.1220 -0.8139
C 2.7965 -0.9420 -1.5819
C 3.6961 -1.9401 -1.9247
N 2.3006 1.1912 -0.5588
N 2.8517 2.3043 -0.4962
C 1.9889 3.4320 -0.3324
C 2.6238 4.6544 -0.2394
C 1.8329 5.7897 -0.1085
C 0.4579 5.6421 -0.0895
C -0.0846 4.3670 -0.1983
N 0.6647 3.2789 -0.3142
H 5.6981 -2.6709 -1.7145
H 6.4398 -0.7704 -0.3193
H 4.8522 1.0446 0.2428
H 1.7751 -0.9585 -1.9492
H 3.3732 -2.7650 -2.5441
H 3.7022 4.6951 -0.2730
H 2.2876 6.7672 -0.0287
H -0.1976 6.4958 0.0046
H -1.1578 4.2151 -0.1986
C -2.8768 0.2932 -2.5205
C -3.6825 0.6072 -1.2707
S -2.8139 1.7670 -0.2201
O -1.6780 0.9692 0.4189
C -4.0065 1.9218 1.1146
C -4.9888 3.0535 0.8550
H -3.4657 -0.3441 -3.1792
H -1.9628 -0.2364 -2.2600
H -2.6277 1.2018 -3.0703
H -3.8588 -0.2757 -0.6527
H -4.6379 1.0842 -1.5049
H -3.3853 2.0977 1.9935
H -4.5021 0.9574 1.2326
H -4.4753 4.0042 0.7158
H -5.6594 3.1531 1.7068
H -5.6030 2.8666 -0.0259
C 1.5582 -3.7068 0.4951
C 0.5691 -2.8788 1.2954
C 0.5980 -3.2843 2.7538
O 0.9907 -1.4782 1.2011
B 0.2359 -0.8964 0.2264
O -0.7386 -1.7186 -0.2795
C -0.8471 -2.8422 0.6507
C -1.9448 -2.4730 1.6375
C -1.2203 -4.0905 -0.1218
H 2.5662 -3.4776 0.8391
H 1.4973 -3.4800 -0.5674
H 1.3789 -4.7737 0.6313
H 1.6250 -3.2592 3.1170
H 0.2212 -4.3016 2.8742
H 0.0029 -2.6134 3.3693
H -1.7114 -1.5439 2.1594
H -2.0980 -3.2608 2.3749
H -2.8778 -2.3359 1.0898
H -0.5602 -4.2495 -0.9715
H -2.2415 -4.0045 -0.4931
H -1.1717 -4.9679 0.5252
*
```

---

(6)
ORCA calculation (ωB97M-V with the def2-TZVPD basis set) on an isolated molecule of C6H12OSi in a non-equilibrium geometry.

Calculated total energy   -600.50769 a.u.
SMILES string   C[Si](C)(C)C#CCO
Molecular weight   128.247 g mol⁻¹
Energy relative to the best compared isomer or geometry (same formula, charge and spin)   40.98 kcal/mol
HOMO level   -9.89 eV
HOMO-LUMO gap   10.571 eV

```
! wB97M-V def2-TZVPD RIJCOSX def2/J DEFGRID3
* xyz 0 1
C -0.3623 1.9749 0.8432
Si -0.8432 0.2356 0.3398
C -1.7050 0.4472 -1.3133
C -2.2288 -0.4397 1.4382
C 0.6359 -0.7574 0.2200
C 1.6933 -1.2099 -0.0863
C 2.9640 -1.6728 -0.4891
O 3.8625 -0.6766 -1.0099
H -1.1789 2.6506 1.1173
H 0.2073 1.8578 1.7462
H 0.2370 2.4779 0.0397
H -1.0329 0.9527 -2.0443
H -2.0941 -0.4411 -1.7893
H -2.5024 1.1553 -1.1743
H -2.6725 -1.2693 0.9045
H -2.9706 0.3338 1.5602
H -1.9425 -0.7397 2.4438
H 3.5124 -2.1170 0.3301
H 2.9074 -2.4709 -1.2374
H 3.5135 -0.2915 -1.8393
*
```

---

(7)
ORCA calculation (ωB97M-V with the def2-TZVPD basis set) on a 2-piece molecular cluster, CH2ClO2P overall in a non-equilibrium geometry.

Calculated total energy   -991.24085 a.u.
Molecular weight   112.452 g mol⁻¹
Energy relative to the best compared isomer or geometry (same formula, charge and spin)   62.51 kcal/mol
HOMO level (spin up / spin down)   -8.98 / -8.98 eV
HOMO-LUMO gap (spin up / spin down)   6.247 / 6.249 eV

```
! wB97M-V def2-TZVPD RIJCOSX def2/J DEFGRID3
* xyz 0 1
C 1.2473 0.7431 0.1027
O -2.5745 -1.7374 -0.0510
O -0.9987 0.1023 0.5259
P -1.2903 -1.0518 -0.4035
Cl 1.1642 0.3574 -1.4379
H 1.4874 -0.1092 0.7248
H 0.9646 1.6957 0.5391
*
```

---

(8)
ORCA calculation (ωB97M-V with the def2-TZVPD basis set) on a 5-piece molecular cluster, C26H51Br2N2O5 overall.

Calculated total energy   -6654.74452 a.u.
Molecular weight   631.511 g mol⁻¹
HOMO level   -11.19 eV
HOMO-LUMO gap   8.826 eV

```
! wB97M-V def2-TZVPD RIJCOSX def2/J DEFGRID3
* xyz 1 1
C 3.8331 -0.8188 3.3265
O 2.7919 -0.3368 2.4905
C 3.2558 -0.0331 1.1802
C 2.1077 0.3896 0.2926
C 1.6539 1.8432 0.4866
C 0.9080 2.0922 1.8013
C -0.4922 1.4714 1.7509
C -1.2887 1.7012 3.0282
C -2.7058 1.1072 3.0082
C -2.6320 -0.4239 2.9755
N -3.7892 -1.1073 2.2961
C -3.5538 -2.5387 2.0661
Br -4.7068 -3.6128 3.1049
C -2.6809 -3.0875 1.2175
C -2.5785 -4.5644 0.9650
Br -1.4685 -2.0260 0.2282
C -4.3646 -0.3930 1.0778
C -3.6098 0.8623 0.7365
N -3.5135 1.6951 1.9277
H 3.8896 -0.1805 4.2083
H 3.6455 -1.8554 3.6038
H 4.8009 -0.7627 2.8248
H 4.0331 0.7390 1.2080
H 3.7318 -0.9318 0.7710
H 2.4552 0.3007 -0.7405
H 1.2862 -0.3246 0.3837
H 2.5544 2.4595 0.4813
H 1.0335 2.1227 -0.3660
H 1.4630 1.6421 2.6222
H 0.7943 3.1669 1.9518
H -0.9957 1.9161 0.8881
H -0.3731 0.4059 1.5435
H -0.7422 1.2893 3.8816
H -1.3848 2.7785 3.1746
H -3.1681 1.4076 3.9511
H -1.6880 -0.7566 2.5610
H -2.6585 -0.7681 4.0084
H -4.5409 -1.1044 2.9820
H -3.5603 -4.9950 0.7813
H -1.9611 -4.7598 0.0944
H -2.1228 -5.0604 1.8213
H -5.3935 -0.1276 1.3055
H -4.3832 -1.0902 0.2432
H -2.6542 0.6526 0.2479
H -4.2429 1.3908 0.0234
H -3.1066 2.5803 1.6475
C -3.3991 -0.5857 -2.5742
C -4.8177 -1.0895 -2.6682
O -5.6332 -0.7929 -1.8236
C -5.1614 -1.9772 -3.8355
H -3.3066 0.0380 -1.6861
H -2.7054 -1.4233 -2.4949
H -3.1344 0.0071 -3.4508
H -4.5360 -2.8713 -3.8226
H -4.9900 -1.4458 -4.7727
H -6.2067 -2.2695 -3.7760
C 4.4139 2.0914 -3.8006
C 3.0826 1.4436 -4.0873
O 2.1143 1.6528 -3.3925
C 3.0167 0.5224 -5.2806
H 4.3289 2.7264 -2.9220
H 5.1707 1.3265 -3.6194
H 4.7264 2.6968 -4.6525
H 3.7210 -0.3013 -5.1556
H 3.2759 1.0681 -6.1888
H 2.0102 0.1224 -5.3782
C -4.2763 4.4896 -1.8126
C -2.9416 3.8868 -1.4576
O -2.5604 3.8226 -0.3087
C -2.0982 3.3676 -2.5945
H -4.7801 4.8242 -0.9088
H -4.1353 5.3404 -2.4801
H -4.8980 3.7491 -2.3192
H -1.8740 4.1752 -3.2922
H -2.6379 2.5847 -3.1308
H -1.1651 2.9617 -2.2086
C 8.3855 -2.4792 2.2068
C 7.2041 -2.7944 1.3232
O 6.5358 -1.9195 0.8225
C 6.8967 -4.2540 1.0933
H 8.5003 -1.4013 2.2917
H 8.2338 -2.9044 3.2002
H 9.2952 -2.9045 1.7808
H 6.6885 -4.7463 2.0445
H 7.7498 -4.7466 0.6251
H 6.0293 -4.3460 0.4439
*
```